[1]
72
Properties=species:S:1:pos:R:3:forces:R:3:mulliken_charge:R:1 method="wB97M-V/def2-TZVPD" relative_energy_kj_mol=0.0 smiles="O=C(OCc1nnn(Cc2ccccc2)c1-c1c(COC(=O)c2ccccc2)nnn1Cc1ccccc1)c1ccccc1" spin_multiplicity=1
O -2.6199 0.4246 0.9428 0.08 -0.01 0.16 -0.635
C -1.6617 0.5850 1.6621 -0.33 0.05 -0.16 0.525
O -0.7894 1.5916 1.5119 0.24 0.00 0.34 -0.289
C -0.9756 2.4456 0.3839 -0.37 0.19 -0.41 -0.660
C -0.1566 1.9734 -0.7661 -0.20 -0.73 -0.24 0.946
N 0.9398 2.6402 -1.1803 -0.17 0.54 0.64 -0.539
N 1.4958 1.9999 -2.1366 0.99 -0.08 -0.94 -1.017
N 0.7955 0.9044 -2.3860 -0.85 0.36 0.57 1.260
C 1.2508 -0.0847 -3.3275 0.38 -0.37 -0.26 -1.332
C 1.9213 -1.2213 -2.5920 0.01 -0.04 -0.07 0.556
C 2.9999 -0.9473 -1.7602 0.01 -0.03 -0.11 -0.124
C 3.6016 -1.9644 -1.0429 0.09 0.04 -0.05 -0.532
C 3.1325 -3.2630 -1.1544 0.01 -0.08 0.02 -0.362
C 2.0649 -3.5412 -1.9901 0.00 -0.10 -0.01 -0.775
C 1.4566 -2.5224 -2.7050 0.05 0.08 -0.08 -0.234
C -0.2681 0.8267 -1.5421 0.31 0.76 0.22 0.074
C -1.2444 -0.2357 -1.6259 -0.19 -0.86 0.15 -0.347
C -1.3697 -1.4774 -1.0247 0.37 0.99 -0.40 1.562
C -0.5295 -2.1544 -0.0078 -0.19 -0.71 0.18 -1.279
O 0.5117 -1.2849 0.4176 -0.04 0.31 -0.16 0.022
C 1.3255 -1.7972 1.3555 -0.10 -0.51 0.11 0.000
O 1.1862 -2.9104 1.8020 0.01 0.16 -0.07 -0.650
C 2.4011 -0.8666 1.7591 0.31 0.26 0.14 0.737
C 3.3898 -1.3387 2.6196 -0.24 -0.06 -0.14 -0.896
C 4.4208 -0.5069 3.0119 0.07 0.00 0.04 -0.881
C 4.4708 0.7997 2.5499 0.03 0.04 0.01 -0.573
C 3.4846 1.2761 1.7004 0.04 0.08 0.00 -1.306
C 2.4512 0.4478 1.3059 -0.08 -0.22 0.02 0.270
N -2.4702 -2.0677 -1.5323 0.26 -0.67 0.63 -0.680
N -3.0175 -1.2899 -2.3848 -0.98 0.25 -0.89 -1.247
N -2.3085 -0.1794 -2.4750 0.69 -0.33 0.52 1.039
C -2.6980 0.9051 -3.3371 -0.25 0.35 -0.27 -1.187
C -3.1069 2.1167 -2.5368 -0.03 0.05 -0.03 0.782
C -2.4815 3.3407 -2.7249 -0.09 -0.08 -0.06 -0.395
C -2.8654 4.4406 -1.9770 0.02 0.09 0.00 -0.564
C -3.8717 4.3205 -1.0339 -0.02 0.07 0.03 -0.431
C -4.4936 3.0976 -0.8378 -0.07 -0.03 0.01 -0.721
C -4.1138 1.9981 -1.5863 0.05 0.05 -0.07 -0.186
C -1.3007 -0.3058 2.7876 0.06 -0.22 0.25 0.363
C -0.1671 -0.0837 3.5653 -0.17 0.09 -0.07 -0.092
C 0.1741 -0.9872 4.5539 0.03 -0.04 0.11 -0.582
C -0.6087 -2.1093 4.7738 0.03 0.03 0.02 -0.571
C -1.7467 -2.3255 4.0130 -0.03 -0.04 0.01 -0.491
C -2.0942 -1.4277 3.0221 0.01 0.21 -0.07 -0.628
H -2.0394 2.4684 0.1245 0.22 0.10 0.07 0.119
H -0.6286 3.4356 0.6840 -0.06 -0.13 -0.04 0.475
H 0.4044 -0.4525 -3.9149 0.09 0.11 0.06 0.400
H 1.9626 0.4203 -3.9867 -0.19 -0.02 0.04 0.497
H 3.3575 0.0685 -1.6692 0.04 0.11 0.03 0.427
H 4.4339 -1.7417 -0.3921 0.07 0.03 0.07 0.439
H 3.5945 -4.0558 -0.5862 0.04 -0.08 0.06 0.387
H 1.6961 -4.5523 -2.0800 -0.03 -0.09 0.00 0.340
H 0.6142 -2.7431 -3.3458 -0.11 0.00 -0.06 0.348
H -1.1432 -2.4457 0.8535 0.13 0.03 -0.17 0.476
H -0.0903 -3.0713 -0.4221 -0.11 0.18 0.12 0.599
H 3.3284 -2.3601 2.9635 0.00 -0.09 0.04 0.470
H 5.1881 -0.8746 3.6771 0.06 -0.03 0.05 0.450
H 5.2789 1.4483 2.8551 0.06 0.05 0.02 0.434
H 3.5178 2.2940 1.3421 0.00 0.10 -0.04 0.507
H 1.6745 0.8170 0.6593 -0.08 0.05 -0.13 0.845
H -1.8715 1.1561 -4.0111 -0.12 -0.07 0.06 0.347
H -3.5400 0.5308 -3.9267 0.19 0.00 0.03 0.468
H -1.6930 3.4387 -3.4579 0.12 -0.02 -0.06 0.307
H -2.3737 5.3893 -2.1298 0.05 0.09 0.00 0.408
H -4.1691 5.1783 -0.4495 -0.02 0.07 0.06 0.384
H -5.2733 2.9973 -0.0982 -0.07 -0.01 0.07 0.409
H -4.5875 1.0411 -1.4269 -0.05 -0.13 0.05 0.362
H 0.4417 0.7881 3.3837 0.06 0.04 -0.01 0.489
H 1.0605 -0.8205 5.1477 0.08 0.01 0.05 0.426
H -0.3298 -2.8187 5.5384 0.03 -0.06 0.07 0.414
H -2.3560 -3.1997 4.1861 -0.05 -0.07 0.01 0.414
H -2.9726 -1.5776 2.4111 -0.06 -0.02 -0.05 0.429

***

[2]
82
Properties=species:S:1:pos:R:3:forces:R:3:mulliken_charge:R:1 method="wB97M-V/def2-TZVPD" relative_energy_kj_mol=544.1 total_charge=+1 s2=3.788 spin_multiplicity=4
V 2.0129 0.0594 0.4711 2.55 -1.99 -0.11 0.998
S 3.3658 -6.9469 0.8149 0.08 0.62 -0.06 -0.108
C 3.3921 -5.3151 0.7350 -0.02 -0.66 0.05 0.136
S 3.4649 -4.4190 -0.7667 -0.02 0.07 0.43 0.007
C 3.2689 -2.8351 -0.0652 0.11 0.12 -0.86 0.365
C 3.1647 -2.7821 1.3188 -0.03 -0.08 0.89 0.209
S 2.8557 -1.3866 2.2361 0.01 -0.33 0.15 -0.486
S 3.3031 -4.3032 2.1583 0.07 0.16 -0.49 0.043
S 3.1926 -1.4849 -1.0875 0.01 -0.22 0.02 -0.461
C -0.3200 -0.0230 3.4261 0.08 -0.05 -0.20 -1.667
N 0.1808 0.0260 0.9929 -1.86 0.34 1.89 0.805
P 0.9313 2.3741 0.0030 -0.61 1.11 -0.19 0.054
C -0.5158 3.4046 0.4338 0.63 -0.05 0.00 0.189
C -0.4667 4.0916 1.6448 0.12 -0.07 -0.14 -0.213
C -1.5580 4.8286 2.0668 -0.09 0.00 0.08 -0.776
C -2.6973 4.8839 1.2804 0.11 0.05 0.05 -0.569
C -2.7310 4.2311 0.0594 -0.11 -0.04 -0.15 -0.928
C -1.6497 3.4852 -0.3678 0.03 0.07 0.08 -0.345
C 1.2538 2.7276 -1.7528 0.19 -0.01 0.24 0.757
C 2.1029 1.8699 -2.4566 -0.07 -0.01 0.11 -0.139
C 2.3965 2.1221 -3.7835 0.04 -0.10 -0.02 -1.038
C 1.8735 3.2418 -4.4129 0.00 0.02 0.10 -0.618
C 1.0902 4.1328 -3.6971 0.06 0.02 -0.11 -0.737
C 0.7896 3.8897 -2.3682 -0.06 -0.13 0.14 -0.337
P 0.3894 -1.5927 0.3526 -1.51 -1.11 -0.54 0.251
C -0.6820 -1.2702 -1.1355 0.36 -0.18 0.21 1.255
C -0.1188 -1.9345 -2.3451 0.11 -0.09 -0.16 -0.050
C -0.9139 -2.4489 -3.2831 0.52 0.11 0.28 -0.864
C -2.3566 -2.3941 -3.1557 -0.54 0.05 0.18 -0.866
C -2.9609 -1.8814 -2.0832 0.10 -0.05 -0.01 -1.318
C -2.2121 -1.3207 -0.9141 -0.07 -0.24 -0.04 0.978
C -0.3275 -3.0021 1.2258 0.59 0.13 -0.05 1.458
C 0.0232 -3.3291 2.5368 -0.11 0.05 -0.07 -0.494
C -0.3140 -4.5702 3.0430 -0.01 0.05 0.06 -1.066
C -0.9644 -5.5015 2.2477 0.00 0.09 -0.03 -0.697
C -1.2942 -5.1874 0.9382 0.03 -0.10 0.03 -0.854
C -0.9613 -3.9527 0.4146 -0.01 0.22 0.01 -0.414
H 0.7481 -0.2014 3.5526 -0.04 -0.03 0.10 0.318
H -0.8658 -0.9566 3.5269 -0.03 -0.07 0.04 0.457
H -0.6415 0.6536 4.2140 -0.08 0.01 0.03 0.539
H 0.4316 4.0454 2.2492 0.02 0.01 0.06 0.558
H -1.5181 5.3511 3.0089 -0.02 0.08 0.11 0.473
H -3.5564 5.4438 1.6129 -0.09 0.07 0.03 0.445
H -3.6072 4.3030 -0.5641 -0.16 -0.02 -0.06 0.453
H -1.6825 2.9822 -1.3233 -0.02 -0.04 -0.12 0.643
H 2.5560 1.0111 -1.9654 -0.05 0.12 -0.13 0.461
H 3.0502 1.4527 -4.3196 0.07 -0.08 -0.07 0.504
H 2.1016 3.4327 -5.4500 0.03 0.03 -0.09 0.436
H 0.7184 5.0259 -4.1745 -0.04 0.10 -0.03 0.448
H 0.2020 4.6055 -1.8124 -0.06 0.01 -0.01 0.506
H 0.9632 -1.9471 -2.4176 -0.05 -0.13 -0.19 0.225
H -0.4940 -2.9341 -4.1477 0.12 -0.01 -0.17 0.495
H -2.9443 -2.8129 -3.9563 -0.15 -0.03 -0.10 0.424
H -4.0382 -1.9076 -2.0081 -0.18 -0.04 -0.05 0.365
H -2.5263 -1.8347 0.0052 0.05 0.15 -0.16 0.594
H 0.5778 -2.6279 3.1428 0.00 -0.03 0.03 0.723
H -0.0427 -4.8116 4.0582 0.02 -0.08 0.11 0.470
H -1.1940 -6.4786 2.6409 -0.07 -0.10 0.07 0.439
H -1.7959 -5.9127 0.3159 -0.01 -0.06 -0.06 0.483
H -1.1785 -3.7456 -0.6242 -0.05 0.03 -0.05 0.172
F 3.5512 0.9977 0.5033 1.69 1.31 -0.02 -0.404
As 5.4976 1.3055 0.7049 -0.31 -0.62 0.02 2.005
F 5.3830 -0.0627 1.8023 0.36 0.95 -0.65 -0.457
F 4.9701 2.3426 1.9922 0.41 -0.40 -0.60 -0.468
F 7.1652 1.5434 0.8728 -0.40 0.02 -0.03 -0.418
F 5.1994 2.5710 -0.4446 0.25 -0.53 0.56 -0.457
F 5.5846 0.1577 -0.6156 0.21 0.79 0.69 -0.457
N -5.0112 0.5412 -0.1760 -0.43 -0.07 -0.26 -0.244
C -4.1521 1.0474 0.7330 0.35 0.03 0.26 -0.541
O -4.5124 1.7950 1.6140 -0.32 0.21 0.20 -0.619
C -2.6929 0.6702 0.6081 0.15 0.12 0.27 0.265
C -2.2233 0.2290 -0.7448 -0.13 0.09 0.09 -0.978
C -0.7146 0.2790 -1.1411 -0.61 -0.31 -0.61 -1.973
N 0.2399 0.7624 -0.1808 -0.73 0.89 -1.56 -0.100
C -0.5789 0.6366 2.0788 -0.53 0.41 0.61 0.302
C -2.0314 0.7742 1.7617 0.08 0.05 -0.08 -0.570
H -5.9860 0.7470 -0.0171 0.04 -0.04 -0.07 0.300
H -4.7863 -0.2109 -0.7999 0.08 0.00 0.00 0.115
H -2.8334 0.7264 -1.4999 0.07 0.00 -0.04 1.319
H -0.5355 0.7453 -2.1150 0.07 -0.12 0.21 0.954
H -0.1858 1.6688 2.1652 -0.10 -0.48 -0.05 -0.264
H -2.6185 1.1095 2.6089 -0.08 0.05 0.01 0.597

***

[3]
71
Properties=species:S:1:pos:R:3:forces:R:3:mulliken_charge:R:1 method="wB97M-V/def2-TZVPD" relative_energy_kj_mol=0.0 total_charge=+2 s2=0.762 spin_multiplicity=2
Re -0.7482 0.0320 -0.1999 -0.80 0.28 0.50 1.908
C 1.6781 1.2918 4.2582 -0.05 0.00 0.00 -0.858
N 0.2754 1.5885 3.9465 0.18 -0.03 0.10 0.144
C -0.6915 1.9175 4.8780 0.13 -0.04 -0.03 -0.736
C -1.8410 2.0869 4.2108 -0.09 0.04 -0.09 -0.519
N -1.5686 1.8714 2.8567 -0.28 0.04 -0.12 0.667
C -0.2686 1.5438 2.7229 0.09 -0.09 0.19 -0.126
S 0.6547 1.0539 1.3526 0.12 0.07 -0.17 -0.336
C -2.5523 2.1025 1.8459 0.06 -0.02 0.06 0.409
C -3.5124 3.0590 2.1332 -0.02 0.09 0.06 -1.231
C -4.5733 3.2366 1.2661 0.00 0.04 0.03 -0.667
C -4.6304 2.4465 0.1338 0.00 -0.02 -0.01 -1.180
C -3.5982 1.5647 -0.1016 -0.11 -0.01 -0.08 -0.113
N -2.5473 1.3862 0.7190 0.36 -0.31 -0.23 0.404
H 1.8953 1.6824 5.2474 -0.03 0.01 0.01 0.344
H 2.3282 1.7720 3.5330 -0.02 0.04 -0.02 0.384
H 1.8500 0.2172 4.2445 -0.04 -0.01 -0.02 0.329
H -0.4751 1.9909 5.9294 0.02 -0.01 -0.01 0.509
H -2.8271 2.3124 4.5723 0.01 -0.01 -0.02 0.557
H -3.4162 3.6715 3.0167 -0.03 0.01 -0.01 0.660
H -5.3321 3.9785 1.4757 0.01 -0.01 0.00 0.478
H -5.4416 2.5179 -0.5764 0.00 0.01 0.01 0.483
H -3.6183 0.9701 -1.0022 0.03 -0.02 0.07 0.500
S -1.5681 0.5664 -2.1846 0.19 0.04 -0.14 -0.508
C -0.4602 0.1740 -3.5313 0.04 0.02 -0.01 0.663
C -0.8981 0.3951 -4.8306 0.00 0.00 -0.03 -0.631
C -0.0478 0.0988 -5.8887 0.02 -0.01 0.06 -0.703
C 1.2332 -0.3883 -5.6515 -0.06 0.03 0.00 -0.822
C 1.6710 -0.5880 -4.3489 -0.02 0.04 -0.06 0.073
C 0.8120 -0.3206 -3.2927 0.00 0.02 -0.06 -0.508
As 1.3153 -0.4725 -1.4558 0.11 -0.11 -0.07 1.450
C 2.0489 -2.2253 -1.2047 0.00 0.02 0.04 0.035
C 2.6645 -2.5195 0.0113 0.02 -0.07 -0.06 -0.318
C 3.1409 -3.8002 0.2451 0.00 0.01 0.00 -0.768
C 2.9940 -4.7837 -0.7278 -0.01 0.03 0.00 -0.628
C 2.3720 -4.4884 -1.9320 0.00 -0.01 0.01 -0.766
C 1.8917 -3.2064 -2.1743 0.04 -0.05 0.03 -0.595
C 2.7798 0.7601 -1.2710 0.00 0.02 -0.02 0.687
C 2.4985 2.1230 -1.3368 0.04 -0.02 0.00 -0.401
C 3.5351 3.0411 -1.2918 -0.03 0.01 0.00 -0.801
C 4.8476 2.5992 -1.1790 0.01 -0.04 0.00 -0.551
C 5.1254 1.2406 -1.1248 0.01 0.03 0.00 -0.734
C 4.0925 0.3134 -1.1756 -0.01 0.05 0.01 -0.386
H -1.8866 0.7974 -5.0143 0.01 -0.01 -0.01 0.467
H -0.3842 0.2618 -6.9039 0.01 0.00 0.01 0.423
H 1.8932 -0.6019 -6.4815 -0.01 0.00 0.01 0.431
H 2.6765 -0.9437 -4.1585 0.01 0.00 -0.02 0.545
H 2.7828 -1.7494 0.7661 0.01 0.01 0.03 0.545
H 3.6311 -4.0320 1.1820 -0.01 0.00 -0.02 0.443
H 3.3680 -5.7823 -0.5453 0.00 0.01 0.00 0.427
H 2.2610 -5.2550 -2.6878 0.00 0.01 0.02 0.455
H 1.4071 -2.9793 -3.1150 -0.01 -0.03 0.00 0.483
H 1.4759 2.4688 -1.4404 -0.02 0.02 0.01 0.383
H 3.3215 4.1003 -1.3526 0.00 -0.02 0.00 0.433
H 5.6564 3.3169 -1.1454 0.00 -0.01 0.00 0.422
H 6.1492 0.8980 -1.0528 -0.01 0.01 0.00 0.446
H 4.3174 -0.7441 -1.1514 0.01 -0.02 0.01 0.376
F -5.1282 -0.7783 3.3817 0.01 -0.02 0.01 -0.350
C -4.1119 -1.1228 2.5935 0.05 0.05 0.06 0.467
C -4.3745 -1.4324 1.2656 0.01 -0.03 -0.14 -0.801
C -3.3152 -1.7504 0.4438 -0.11 -0.04 -0.02 -0.344
C -1.9955 -1.7769 0.9368 0.07 -0.09 -0.05 -0.441
C -0.8488 -2.0414 0.0350 0.13 0.05 0.23 -1.394
C -1.7814 -1.4834 2.2942 0.07 -0.01 0.00 0.195
C -2.8376 -1.1613 3.1300 -0.01 0.03 0.02 -0.810
H -5.3960 -1.4302 0.9076 0.02 0.00 0.01 0.535
H -3.4935 -2.0069 -0.5947 -0.01 0.01 0.02 0.509
H -1.0478 -2.6591 -0.8350 -0.10 0.10 -0.11 0.550
H 0.0429 -2.4014 0.5462 -0.02 -0.07 0.01 0.651
H -0.7754 -1.5575 2.6940 -0.03 0.00 0.01 0.564
H -2.6942 -0.9668 4.1848 -0.01 0.01 -0.01 0.593

***

[4]
79
Properties=species:S:1:pos:R:3:forces:R:3:mulliken_charge:R:1 method="wB97M-V/def2-TZVPD" total_charge=-1 s2=0.754 energy_ha=-3134.62206 spin_multiplicity=2
Hg 0.8802 -0.0703 0.9852 0.07 0.04 0.09 0.764
C -3.2394 0.2619 -0.4858 -0.05 0.03 0.00 -1.012
C -2.6807 -1.1602 -0.4082 -0.04 -0.12 -0.01 -1.285
P -0.8692 -1.3857 -0.5929 0.03 -0.05 -0.03 0.246
C -0.5394 -1.1373 -2.3677 -0.04 0.01 0.00 0.666
C 0.7596 -1.3681 -2.8269 0.03 0.00 0.02 -0.414
C 1.0854 -1.1531 -4.1553 0.03 -0.01 0.02 -0.607
C 0.1247 -0.6879 -5.0451 -0.02 0.03 -0.01 -0.691
C -1.1662 -0.4534 -4.5989 0.01 -0.04 0.00 -0.597
C -1.4981 -0.6815 -3.2688 -0.01 -0.08 -0.05 -0.710
C -0.6859 -3.1803 -0.3643 -0.03 0.00 -0.06 0.993
C -0.9109 -4.0897 -1.3965 -0.01 0.01 0.01 -0.422
C -0.7901 -5.4508 -1.1660 0.00 0.00 0.01 -0.699
C -0.4489 -5.9111 0.0991 0.00 -0.01 0.00 -0.474
C -0.2237 -5.0100 1.1286 0.00 0.00 -0.01 -0.713
C -0.3335 -3.6459 0.8996 0.01 -0.03 -0.01 -0.291
C -2.6265 1.2400 0.5216 -0.05 0.01 -0.01 -0.589
P -1.0886 2.0427 -0.1146 -0.04 0.05 0.05 0.703
C -0.8661 3.3558 1.1358 0.04 0.07 -0.06 0.810
C -0.5254 4.6568 0.7663 0.00 -0.01 0.01 -0.656
C -0.2626 5.6190 1.7294 0.00 0.00 0.05 -0.569
C -0.3315 5.2929 3.0773 0.00 0.01 -0.02 -0.464
C -0.6564 3.9981 3.4534 0.00 -0.01 -0.02 -0.712
C -0.9178 3.0319 2.4921 -0.01 -0.03 0.06 -0.667
C -1.7834 2.9603 -1.5451 0.05 0.01 -0.05 -0.340
C -1.2684 2.6737 -2.8058 0.03 0.03 0.02 -0.398
C -1.7965 3.2748 -3.9429 -0.02 0.02 0.00 -0.532
C -2.8435 4.1742 -3.8254 0.01 -0.01 0.00 -0.423
C -3.3603 4.4755 -2.5696 -0.01 0.01 0.00 -0.705
C -2.8342 3.8720 -1.4400 -0.01 0.00 0.03 -0.139
H -4.3129 0.1907 -0.2889 0.02 -0.01 0.03 0.444
H -3.1555 0.6649 -1.4998 -0.01 0.03 0.10 0.185
H -3.1679 -1.8114 -1.1413 0.00 0.02 -0.04 0.763
H -2.8857 -1.5731 0.5820 0.00 0.02 -0.11 0.665
H 1.5110 -1.7208 -2.1298 0.03 -0.02 0.03 0.443
H 2.0949 -1.3478 -4.4955 0.01 0.02 -0.01 0.483
H 0.3842 -0.5083 -6.0808 0.00 -0.01 -0.01 0.376
H -1.9230 -0.0921 -5.2837 -0.01 0.01 -0.01 0.452
H -2.5134 -0.5000 -2.9456 0.03 -0.04 -0.03 0.192
H -1.1710 -3.7312 -2.3855 0.00 0.00 -0.01 0.372
H -0.9593 -6.1516 -1.9736 0.00 -0.01 -0.01 0.411
H -0.3529 -6.9745 0.2791 0.00 -0.01 0.00 0.363
H 0.0455 -5.3602 2.1158 0.00 -0.02 0.01 0.442
H -0.1474 -2.9509 1.7078 -0.01 0.07 0.04 0.230
H -2.3789 0.7065 1.4413 0.01 0.02 0.02 0.132
H -3.3466 2.0204 0.7799 0.02 0.01 -0.02 0.755
H -0.4663 4.9230 -0.2823 0.01 0.00 0.01 0.406
H -0.0010 6.6249 1.4253 0.00 0.01 0.00 0.387
H -0.1259 6.0436 3.8298 0.01 0.01 0.01 0.368
H -0.7031 3.7223 4.4989 0.00 0.01 0.01 0.465
H -1.1489 2.0268 2.8277 -0.01 -0.04 -0.04 0.306
H -0.4496 1.9687 -2.8955 0.00 0.01 0.00 0.422
H -1.3873 3.0380 -4.9168 0.01 -0.01 -0.01 0.445
H -3.2574 4.6450 -4.7080 0.00 0.01 -0.01 0.364
H -4.1743 5.1831 -2.4744 -0.01 0.01 0.00 0.383
H -3.2334 4.1170 -0.4625 -0.01 0.00 0.01 0.371
O 3.0722 0.6722 -0.1749 -0.06 0.09 0.00 -0.835
C 3.3419 -0.4917 -0.5348 -0.03 -0.01 -0.04 0.787
O 2.7726 -1.5452 -0.1796 -0.06 -0.06 -0.04 -0.768
C 4.4557 -0.6346 -1.5646 0.07 -0.07 -0.01 0.272
C 4.7476 -1.8814 -2.1013 0.00 0.04 0.04 -0.591
C 5.7408 -1.9818 -3.0593 0.03 -0.06 -0.03 -0.055
C 6.4693 -0.8964 -3.5040 -0.05 0.01 0.07 -0.328
C 6.1506 0.3251 -2.9427 0.07 0.06 -0.05 -0.023
C 5.1608 0.4828 -1.9906 -0.04 -0.02 0.01 -0.640
N 6.9075 1.5113 -3.3949 -0.04 -0.03 0.01 1.069
O 7.7495 1.3457 -4.2567 0.00 0.02 0.01 -0.638
O 6.6434 2.5772 -2.8811 0.02 -0.01 -0.02 -0.620
N 6.0414 -3.3038 -3.6455 -0.06 0.03 -0.03 1.065
O 6.9936 -3.3815 -4.3984 -0.02 -0.03 0.03 -0.639
O 5.3126 -4.2277 -3.3511 0.07 0.01 0.00 -0.611
H 4.2025 -2.7492 -1.7582 -0.02 0.01 -0.02 0.579
H 7.2428 -0.9960 -4.2480 -0.01 0.00 0.01 0.598
H 4.9208 1.4509 -1.5762 0.01 0.00 0.00 0.618
F 0.0621 -1.3349 3.4710 0.07 -0.05 -0.02 -0.368
B -1.3236 -1.1622 3.6878 0.01 0.01 -0.03 0.319
F -1.5617 0.1017 4.2426 -0.02 0.08 -0.01 -0.391
F -1.8111 -2.1780 4.4988 -0.04 -0.03 0.06 -0.347
F -1.9694 -1.2234 2.4137 0.03 -0.03 0.08 -0.148